Molecular formula: C4H10O2S
Method: DFT, ωB97M-V/def2-TZVPD

Calculated values
Electronic energy = -707.0156 a.u.
Maximum force = 3.0 eV Å⁻¹
Energy above the lowest of the compared OMol25 structures with the same formula, charge and spin = 204.3 kJ/mol
HOMO energy = -8.58 eV
LUMO level = 0.7687 eV

Geometry as ORCA input:
```
! wB97M-V def2-TZVPD RIJCOSX def2/J DEFGRID3
* xyz 0 1
C 0.333 -2.842 0.705
H 1.073 -1.528 -1.398
C -0.039 1.678 0.495
O -2.011 0.568 -0.168
C -1.427 1.832 -0.119
H -1.358 2.350 -1.115
H -2.003 2.579 0.469
H -2.779 0.499 -0.654
H 1.252 -3.431 0.837
S 1.218 0.723 -0.486
H -0.476 -0.820 -1.010
H 0.401 2.677 0.660
C 0.528 -0.935 -0.591
H -0.245 -2.979 1.573
O 0.593 -1.474 0.693
H -0.271 -3.247 -0.176
H -0.114 1.172 1.446
*
```